(1)
A structure of composition C41H39CdN9O2SSe. Source: the Open Molecules 2025 dataset; level of theory: the ωB97M-V functional and the def2-TZVPD basis.

CARTESIAN COORDINATES (ANGSTROEM)
Cd1 0.7685 -0.1818 -0.0500
C1 -4.1835 2.7983 -0.1259
C2 -3.8606 2.4855 -1.4434
C3 -2.9166 1.5186 -1.7335
C4 -2.2523 0.8154 -0.7096
C5 -2.5839 1.1506 0.6141
C6 -3.5297 2.1225 0.8949
N1 -1.2569 -0.1086 -0.9549
C7 -1.3956 -1.0449 -1.9594
C8 -2.6264 -1.4838 -2.4555
C9 -2.7245 -2.5025 -3.4017
C10 -1.5792 -3.1111 -3.8815
C11 -0.3329 -2.6876 -3.4198
C12 -0.2134 -1.6685 -2.4812
N2 1.0012 -1.1522 -2.0421
N3 2.1004 -1.7850 -2.5018
C13 3.2323 -1.1666 -2.3910
C14 4.4523 -1.8865 -2.7040
C15 5.6632 -1.4230 -2.3461
C16 5.7634 -0.1354 -1.6881
C17 4.6488 0.6075 -1.5586
N4 3.3927 0.1745 -1.9181
H1 -4.9135 3.5661 0.1001
H2 -4.3400 3.0196 -2.2577
H3 -2.6620 1.2907 -2.7615
H4 -2.0641 0.6283 1.4122
H5 -3.7622 2.3588 1.9283
H6 -3.5292 -1.0253 -2.0700
H7 -3.7030 -2.8145 -3.7518
H8 -1.6414 -3.9110 -4.6118
H9 0.5765 -3.1366 -3.7967
H10 4.3184 -2.8406 -3.1976
H11 6.5587 -1.9919 -2.5647
H12 6.7113 0.2518 -1.3417
H13 4.6704 1.6190 -1.1667
S1 1.0118 1.9136 2.8986
C18 0.4929 2.9798 1.5171
N5 -0.4948 3.7558 1.7830
N6 -1.1114 3.5213 3.0051
C19 -2.0155 4.4510 3.4622
C20 -2.0391 5.7594 2.9665
C21 -2.9416 6.6731 3.4829
C22 -3.8315 6.3255 4.4914
C23 -3.8110 5.0223 4.9752
C24 -2.9225 4.0929 4.4690
N7 1.2334 3.1611 0.3972
N8 1.4967 2.1214 -0.3808
C25 2.2737 2.3519 -1.4189
C26 2.4762 1.2470 -2.4275
C27 3.0408 1.7442 -3.7268
C28 3.5773 2.9604 -3.8689
C29 3.5601 3.9203 -2.7762
C30 2.9160 3.6288 -1.6281
H14 -1.3300 2.5546 3.2243
H15 -1.3586 6.0218 2.1705
H16 -2.9512 7.6800 3.0813
H17 -4.5323 7.0499 4.8856
H18 -4.5050 4.7196 5.7510
H19 -2.9262 3.0744 4.8412
H20 1.5277 0.7339 -2.6013
H21 3.0641 1.0266 -4.5396
H22 4.0305 3.2461 -4.8125
H23 4.0533 4.8768 -2.9025
H24 2.8555 4.3418 -0.8171
N9 2.9551 -1.2732 0.8648
C31 3.8696 -0.4925 1.6821
C32 3.1071 0.3671 2.6686
O1 3.3701 0.5369 3.8277
O2 2.0888 0.9655 2.0241
H25 2.3880 -1.8878 1.4467
H26 3.4471 -1.8172 0.1644
H27 4.4239 0.1877 1.0344
H28 4.5914 -1.0792 2.2615
C33 -2.6097 -6.9893 0.0274
C34 -1.9732 -5.7216 0.5306
C35 -0.6362 -5.6765 0.8870
C36 -0.0367 -4.5114 1.3588
C37 1.4347 -4.5466 1.6602
C38 -0.7961 -3.3411 1.5084
Se1 -0.0285 -1.7297 2.2276
C39 -2.1543 -3.3750 1.1385
C40 -3.0144 -2.1497 1.2053
C41 -2.7106 -4.5537 0.6592
H29 -1.8530 -7.7336 -0.2264
H30 -3.2099 -6.8030 -0.8657
H31 -3.2709 -7.4317 0.7784
H32 -0.0255 -6.5681 0.7735
H33 1.8192 -5.5644 1.5718
H34 1.6468 -4.1634 2.6596
H35 1.9810 -3.9200 0.9531
H36 -2.7295 -1.4515 0.4185
H37 -2.8778 -1.6242 2.1509
H38 -4.0674 -2.4088 1.0804
H39 -3.7557 -4.5491 0.3637

Cartesian forces, eV/Å:
-0.18 -0.20 0.28
-0.05 0.04 -0.01
-0.01 0.03 0.02
-0.06 -0.09 0.00
0.18 0.02 -0.03
0.09 0.13 0.02
0.02 -0.01 0.03
-0.19 0.08 -0.15
0.05 -0.02 -0.13
-0.01 -0.04 0.04
-0.04 0.00 -0.03
0.02 -0.01 0.02
-0.02 -0.04 -0.07
0.08 0.03 0.06
-0.08 -0.06 -0.01
0.11 0.02 0.02
-0.06 -0.01 -0.01
0.02 0.01 0.03
-0.04 0.00 -0.01
-0.01 -0.02 0.03
0.01 0.02 0.08
0.04 -0.05 -0.01
0.00 0.00 0.00
0.00 0.00 0.00
-0.01 0.01 0.00
-0.02 -0.01 0.01
0.01 0.02 0.01
-0.01 -0.01 0.00
0.00 -0.01 0.01
0.00 0.01 -0.01
-0.01 0.00 -0.01
0.00 -0.01 0.00
0.01 0.00 0.00
0.00 0.01 -0.01
0.01 -0.01 -0.01
-0.11 0.01 0.06
0.13 0.10 0.05
-0.11 -0.08 -0.30
0.22 0.01 0.40
-0.08 0.00 -0.02
0.00 -0.07 0.00
-0.01 0.05 -0.01
0.01 0.00 0.00
-0.03 0.00 0.02
0.02 0.00 -0.01
0.09 -0.10 0.03
-0.01 0.05 0.04
-0.01 0.06 -0.01
-0.10 -0.01 -0.01
0.04 0.03 -0.03
-0.03 -0.02 0.02
-0.05 -0.02 0.06
0.01 0.01 -0.06
-0.10 -0.04 -0.18
0.01 0.01 -0.01
0.00 0.01 0.00
-0.01 0.01 0.00
0.00 0.01 0.00
0.01 0.00 0.01
0.06 0.03 0.01
-0.01 0.00 -0.01
-0.01 0.00 0.00
0.00 0.00 0.00
0.02 0.00 -0.01
0.14 0.02 -0.06
0.04 -0.12 0.11
-0.08 0.16 -0.04
0.04 -0.04 -0.07
0.04 -0.04 0.00
-0.04 -0.03 -0.03
0.00 0.06 -0.03
0.08 0.03 -0.03
-0.06 0.02 -0.01
-0.01 -0.03 -0.03
0.00 0.00 0.03
-0.01 -0.01 -0.05
0.02 0.04 0.04
-0.01 0.02 0.06
-0.04 -0.02 -0.17
0.09 0.10 0.04
0.04 0.06 0.01
-0.04 -0.01 0.06
0.00 -0.05 0.01
0.01 0.00 0.00
0.01 0.01 0.00
0.00 0.00 0.01
0.01 -0.01 0.00
0.01 -0.01 0.01
0.00 0.01 0.00
0.03 0.01 -0.04
0.02 -0.02 0.01
-0.02 -0.01 0.02
-0.01 0.00 -0.02
-0.01 0.00 -0.01

Output
**Charge**: -2
**HOMO-LUMO gap**: 5.0 eV
**Highest occupied orbital energy**: -0.66 eV

Mulliken population analysis, charges in e, atoms 1 to 2: 3.044 -0.742

(2)
A structure of composition C41H39F3IrNO4SSbSeSiTe. Source: the Open Molecules 2025 dataset; level of theory: the ωB97M-V functional and the def2-TZVPD basis.

CARTESIAN COORDINATES (ANGSTROEM)
Ir1 -0.1312 2.0810 -0.5802
C1 -0.2496 1.8102 1.5262
Si1 1.3514 1.1397 2.1750
C2 2.6666 1.8060 0.9933
N1 2.3566 1.5858 -0.4294
C3 2.5545 0.1595 -0.7819
C4 2.8239 -0.0413 -2.2735
C5 2.1543 1.0459 -3.0814
C6 2.7660 2.4026 -2.7272
C7 3.2200 2.4307 -1.2719
C8 1.3356 -0.7314 2.3197
C9 2.5388 -1.4385 2.4248
C10 2.5556 -2.7994 2.6864
C11 1.3601 -3.4845 2.8712
C12 0.1561 -2.8055 2.7772
C13 0.1485 -1.4433 2.4935
C14 1.8165 1.7860 3.8731
C15 2.9620 2.5467 4.1117
C16 3.2842 2.9808 5.3920
C17 2.4599 2.6610 6.4588
C18 1.3144 1.9053 6.2444
C19 1.0019 1.4728 4.9656
H1 -0.4498 2.7792 1.9916
H2 -1.1184 1.1682 1.6923
H3 3.6943 1.4815 1.2144
H4 2.6363 2.8886 1.1687
H5 1.6604 -0.3856 -0.4800
H6 3.3888 -0.2478 -0.1969
H7 2.4807 -1.0289 -2.5753
H8 3.8967 0.0065 -2.4785
H9 0.3672 1.8319 -3.1401
H10 2.2578 0.8528 -4.1521
H11 2.0282 3.1831 -2.9207
H12 3.6223 2.5967 -3.3765
H13 3.2016 3.4463 -0.8746
H14 4.2572 2.0768 -1.1738
H15 3.4838 -0.9152 2.3157
H16 3.4995 -3.3251 2.7620
H17 1.3695 -4.5450 3.0893
H18 -0.7801 -3.3314 2.9160
H19 -0.8067 -0.9355 2.4218
H20 3.6216 2.8137 3.2938
H21 4.1782 3.5697 5.5544
H22 2.7081 2.9985 7.4570
H23 0.6680 1.6521 7.0751
H24 0.1082 0.8745 4.8170
F1 -5.7043 -2.0125 -5.5048
C20 -4.7506 -1.8267 -4.5710
C21 -3.8899 -2.8707 -4.2899
C22 -2.9096 -2.6730 -3.3305
C23 -2.7829 -1.4496 -2.6718
C24 -3.6816 -0.4307 -2.9715
C25 -4.6756 -0.6112 -3.9271
Sb1 -1.3390 -1.1980 -1.1160
C26 0.2065 -2.4188 -1.9570
C27 1.1301 -3.0093 -1.0939
C28 2.2151 -3.7278 -1.5770
C29 2.3669 -3.8402 -2.9449
F2 3.4173 -4.5346 -3.4266
C30 1.4864 -3.2611 -3.8361
C31 0.4073 -2.5460 -3.3299
C32 -2.1853 -2.7671 0.0869
C33 -3.1088 -2.3935 1.0621
C34 -3.7330 -3.3354 1.8692
C35 -3.4140 -4.6653 1.6827
F3 -4.0082 -5.5913 2.4617
C36 -2.5097 -5.0813 0.7269
C37 -1.9012 -4.1205 -0.0701
H25 -3.9990 -3.8127 -4.8102
H26 -2.2422 -3.4942 -3.0954
H27 -3.6162 0.5108 -2.4474
H28 -5.3795 0.1736 -4.1690
H29 1.0120 -2.9194 -0.0188
H30 2.9314 -4.1927 -0.9125
H31 1.6497 -3.3714 -4.8998
H32 -0.2808 -2.0814 -4.0260
H33 -3.3554 -1.3460 1.2074
H34 -4.4508 -3.0551 2.6283
H35 -2.2943 -6.1355 0.6147
H36 -1.1862 -4.4461 -0.8162
O1 -1.9987 1.9526 -1.5179
Se1 -1.9815 3.0474 -2.8896
O2 -2.8941 4.3191 -2.4847
O3 0.7508 1.0144 -2.7630
O4 -0.3134 3.4278 -2.5295
Te1 0.4797 4.8818 -0.3417
C38 -1.3963 5.4474 0.2529
C39 -2.4424 4.6466 0.6393
C40 -3.6170 5.3840 0.9054
C41 -3.4474 6.7243 0.7099
S1 -1.8663 7.0989 0.2057
H37 -2.3838 3.5700 0.6834
H38 -4.5531 4.9387 1.2073
H39 -4.1803 7.5063 0.8280

Cartesian forces, eV/Å:
-0.29 -0.07 -0.34
0.01 0.16 0.01
-0.05 -0.03 0.01
0.04 0.02 -0.08
0.08 0.06 0.00
-0.02 0.03 0.05
0.05 0.01 0.02
-0.12 -0.05 0.05
0.01 0.00 -0.05
0.00 -0.06 0.06
0.02 -0.03 0.00
0.00 0.02 -0.02
0.00 0.01 -0.01
0.00 -0.03 -0.03
-0.02 0.03 -0.08
-0.01 -0.05 0.02
0.01 0.02 0.03
-0.03 0.03 0.02
0.00 0.00 -0.02
0.00 0.01 0.02
0.00 0.00 -0.01
0.00 0.00 0.00
0.00 -0.03 0.07
0.00 -0.02 0.01
0.00 -0.02 0.00
0.03 0.00 0.01
0.01 -0.02 0.01
0.02 0.01 -0.01
-0.02 0.01 -0.01
0.00 -0.02 0.01
-0.04 0.06 0.11
0.03 -0.02 0.00
0.01 0.02 0.01
0.00 -0.01 0.00
-0.03 0.01 -0.01
0.01 0.02 -0.02
0.00 0.00 0.00
0.00 0.00 0.00
0.00 0.00 0.00
-0.03 -0.01 -0.02
-0.01 0.02 0.00
0.01 -0.01 0.00
0.00 0.00 0.00
0.00 0.00 0.00
0.00 0.00 0.00
0.00 0.00 0.00
-0.02 0.00 -0.01
-0.02 -0.02 -0.01
0.01 0.01 0.01
-0.01 0.01 -0.01
0.04 -0.07 -0.05
-0.02 -0.05 -0.04
0.03 0.03 0.03
0.04 -0.09 0.11
0.05 0.04 -0.05
-0.01 -0.03 0.03
-0.01 0.02 0.00
0.02 -0.01 -0.01
0.00 0.00 0.00
-0.02 -0.01 0.01
-0.01 0.01 0.00
-0.05 0.04 0.05
0.02 0.00 0.04
0.02 0.01 -0.01
-0.01 -0.01 0.01
0.00 -0.01 0.02
0.00 0.02 0.00
0.04 -0.02 0.00
0.00 0.00 0.00
0.01 0.01 0.01
0.03 0.10 0.03
0.00 -0.01 0.00
-0.02 0.02 0.07
0.00 0.00 0.00
0.00 0.00 0.00
-0.01 0.01 0.00
0.00 0.00 -0.01
0.00 0.00 0.00
0.00 0.00 0.00
0.00 0.01 -0.01
0.02 -0.08 0.00
-0.01 0.16 0.08
0.15 -0.10 0.04
0.09 -0.04 -0.10
-0.02 0.04 -0.06
-0.02 -0.04 0.03
0.03 -0.05 0.05
-0.05 0.04 -0.02
0.03 -0.03 -0.01
-0.01 0.03 0.00
0.00 0.06 0.00
0.00 -0.01 0.00
0.00 0.00 0.00
0.00 0.00 0.01

Output
**Multiplicity**: 6
**HOMO-LUMO gap (spin up / spin down)**: 7.3 / 6.5 eV
**Highest occupied orbital energy (spin up / spin down)**: -7.04 / -8.50 eV

Mulliken population analysis, charges in e, atoms 1 to 2: 1.762 -1.232

Total energy / eV: -141400.7608; -161706.1075
ΔE to the lowest compared entry with this formula, charge and spin / kcal per mole: 90.3; 0.0